Record 1
C20H21N3O2 | the ωB97M-V functional and the def2-TZVPD basis

Last column: Löwdin charge in e.
Geometry (Å):
O1 -0.555 -2.667 1.368  0.0667
O2 3.278 1.186 0.902  0.0349
C1 0.010 -1.570 1.569  -0.2492
C2 2.407 0.410 1.305  -0.4563
C3 1.480 0.062 0.274  0.0577
C4 0.456 -0.917 0.305  -0.0814
C5 -0.175 0.643 -2.314  -0.0213
C6 -0.061 -1.583 -3.311  -0.0129
C7 -0.196 1.210 -3.600  -0.0155
C8 -0.090 -1.025 -4.573  -0.0251
C9 -0.924 -1.303 3.797  0.0319
C10 1.105 0.403 4.654  0.0263
C11 0.100 -0.991 2.916  -0.0827
C12 -0.119 -0.750 -2.176  -0.2675
C13 1.144 -0.142 3.353  -0.1531
C14 -0.148 0.373 -4.704  -0.2390
C15 -0.999 -0.744 5.073  -0.2255
C16 -0.015 0.190 5.451  -0.2065
N1 -0.198 -1.309 -0.911  0.0861
N2 2.337 0.123 2.668  0.1397
N3 -0.212 0.909 -6.026  -0.2168
C17 -2.157 -1.046 5.985  -0.0492
C18 -0.144 1.002 6.744  -0.0402
C19 -0.851 0.148 -7.097  -0.0862
C20 0.313 2.238 -6.312  -0.0913
H1 1.741 0.489 -0.696  0.1141
H2 -0.221 1.281 -1.450  0.1096
H3 -0.002 -2.654 -3.221  0.1098
H4 -0.222 2.309 -3.702  0.1144
H5 -0.087 -1.698 -5.419  0.1029
H6 -1.697 -1.951 3.438  0.1227
H7 1.927 1.011 5.001  0.1185
H8 -0.543 -2.253 -0.893  0.1287
H9 3.044 0.660 3.169  0.1482
H10 -1.804 -1.056 7.077  0.1058
H11 -2.901 -0.282 5.809  0.0801
H12 -2.638 -1.982 5.710  0.0756
H13 0.193 0.376 7.601  0.0997
H14 0.366 1.942 6.643  0.0687
H15 -1.167 1.289 6.959  0.0698
H16 -0.241 -0.692 -7.446  0.0732
H17 -1.821 -0.242 -6.785  0.0829
H18 -1.086 0.819 -7.966  0.0937
H19 -0.416 3.030 -6.024  0.0828
H20 0.522 2.364 -7.388  0.0813
H21 1.264 2.393 -5.756  0.0939

Strongest force on any atom: 4.55 eV/A
DFT total energy: -29645.3616 eV
SMILES string: Cc1cc2[nH]c(=O)cc(Nc3ccc(N(C)C)cc3)c(=O)c2cc1C
Energy relative to the best compared isomer or geometry (same formula, charge and spin): 66.1 kcal per mole
LUMO energy: -0.49 eV
Kohn-Sham gap: 6.692 eV

Record 2
C20H21N3O4S | the ωB97M-V functional and the def2-TZVPD basis

Last column: Löwdin charge in e.
Geometry (Å):
C1 1.674 5.100 3.168  -0.0600
C2 1.169 3.904 2.374  -0.2035
H1 0.085 3.804 2.481  0.1267
H2 1.433 3.989 1.318  0.1255
O1 1.784 2.689 2.810  0.0010
C3 1.254 2.097 3.879  -0.4682
O2 0.347 2.532 4.531  0.1339
C4 2.010 0.807 4.211  -0.1963
N1 2.406 0.147 2.979  0.0160
C5 3.699 -0.244 2.778  -0.7246
O3 4.609 -0.121 3.550  0.0500
S1 3.818 -0.981 1.171  1.0831
C6 2.101 -0.698 0.825  -0.3951
C7 1.610 -1.099 -0.376  -0.0331
C8 0.314 -1.011 -0.948  -0.1580
C9 0.009 -1.540 -2.205  -0.1893
N2 -1.311 -1.311 -2.450  0.0509
C10 -1.860 -0.613 -1.380  -0.2468
C11 -0.886 -0.416 -0.455  0.0359
H3 -0.989 0.097 0.477  0.0958
C12 -3.266 -0.123 -1.360  -0.0293
H4 -3.320 0.754 -0.721  0.0856
H5 -3.604 0.147 -2.359  0.0813
H6 -3.949 -0.870 -0.953  0.0773
C13 -2.017 -1.698 -3.597  -0.2587
N3 -1.449 -1.430 -4.765  0.1292
C14 -2.087 -1.765 -5.872  -0.1276
C15 -3.328 -2.382 -5.878  -0.0596
C16 -3.912 -2.681 -4.656  -0.0539
C17 -3.250 -2.341 -3.490  0.0028
H7 -3.660 -2.584 -2.524  0.1146
H8 -4.869 -3.181 -4.611  0.1100
H9 -3.816 -2.629 -6.806  0.1018
H10 -1.572 -1.522 -6.791  0.1096
C18 0.901 -2.287 -3.129  -0.0135
H11 1.772 -1.684 -3.379  0.0907
H12 1.250 -3.208 -2.661  0.0900
H13 0.383 -2.530 -4.051  0.0599
H14 2.341 -1.577 -1.018  0.1038
C19 1.475 -0.044 1.964  -0.4109
O4 0.324 0.314 2.095  0.1064
C20 1.169 -0.108 5.094  -0.0078
H15 1.747 -0.979 5.391  0.0879
H16 0.858 0.440 5.979  0.0861
H17 0.281 -0.425 4.554  0.0861
H18 2.939 1.087 4.724  0.1648
H19 2.758 5.164 3.104  0.0785
H20 1.385 5.001 4.211  0.0746
H21 1.240 6.011 2.767  0.0767

Strongest force on any atom: 1.04 eV/A
DFT total energy: -44577.6721 eV
SMILES string: CCOC(=O)[C@@H](C)N1C(=O)S/C(=C/c2cc(C)n(-c3ccccn3)c2C)C1=O
Energy relative to the best compared isomer or geometry (same formula, charge and spin): 24.1 kcal per mole
LUMO energy: -0.14 eV
Kohn-Sham gap: 7.532 eV

Record 3
C20H21N3O5S | the ωB97M-V functional and the def2-TZVPD basis

Last column: Löwdin charge in e.
Geometry (Å):
C1 -3.927 -2.854 -0.099  -0.0891
H1 -3.480 -2.119 -0.775  0.0815
O1 -3.770 -2.506 1.259  -0.1932
C2 -2.457 -2.586 1.754  -0.2004
C3 -1.648 -1.282 1.614  -0.1136
N1 -1.320 -0.960 0.254  0.0022
C4 -0.330 -1.529 -0.492  -0.6248
N2 -0.255 -0.968 -1.670  0.0048
N3 -1.194 -0.014 -1.722  0.0884
C5 -1.839 0.002 -0.584  -0.2518
C6 -2.913 0.909 -0.272  -0.1053
C7 -3.046 2.177 -0.789  -0.2567
O2 -4.160 2.751 -0.302  0.0611
C8 -4.759 1.858 0.512  -0.1023
C9 -4.044 0.708 0.577  -0.0098
H2 -4.304 -0.179 1.117  0.0978
H3 -5.675 2.158 0.978  0.1201
C10 -2.187 2.935 -1.729  0.0053
H4 -2.674 3.015 -2.701  0.0921
H5 -1.248 2.405 -1.860  0.0661
H6 -2.011 3.942 -1.354  0.0851
S1 0.688 -2.806 0.106  1.0168
C11 1.841 -2.961 -1.302  -0.3419
C12 3.255 -2.616 -0.872  -0.4285
O3 4.121 -3.461 -0.910  0.0928
C13 3.505 -1.250 -0.375  -0.1724
C14 2.695 -0.162 -0.690  0.0591
C15 2.976 1.092 -0.172  -0.1809
C16 4.071 1.270 0.684  -0.1935
C17 4.903 0.189 0.963  0.0172
C18 4.628 -1.051 0.435  -0.0104
H7 5.262 -1.896 0.651  0.1189
H8 5.753 0.353 1.605  0.1219
O4 4.359 2.475 1.256  -0.0172
C19 3.321 3.425 1.146  -0.1441
C20 2.728 3.399 -0.262  -0.1483
H9 1.924 4.129 -0.368  0.1325
O5 2.159 2.136 -0.525  -0.0255
H10 3.520 3.613 -0.993  0.1409
H11 3.763 4.395 1.375  0.1330
H12 2.531 3.198 1.875  0.1390
H13 1.852 -0.242 -1.358  0.1026
H14 1.810 -4.000 -1.631  0.0873
H15 1.456 -2.298 -2.076  0.0722
H16 -0.712 -1.406 2.170  0.1224
H17 -2.214 -0.449 2.035  0.1276
H18 -1.907 -3.407 1.275  0.1017
H19 -2.551 -2.801 2.823  0.1308
H20 -3.493 -3.838 -0.304  0.0948
H21 -5.001 -2.888 -0.278  0.0941

Strongest force on any atom: 1.15 eV/A
DFT total energy: -46622.2750 eV
SMILES string: COCCn1c(SCC(=O)c2ccc3c(c2)OCCO3)nnc1-c1ccoc1C
Energy relative to the best compared isomer or geometry (same formula, charge and spin): 83.8 kcal per mole
LUMO energy: 0.44 eV
Kohn-Sham gap: 8.536 eV

Look up the Kohn-Sham gap of the second one. 7.532 eV